The following is a DFT calculation (wB97M-V/def2-TZVPD) of C25H29N3O3 in the gas phase.

```
! RIJCOSX wB97M-V def2-TZVPD def2/J DEFGRID3
* xyz 0 1
C 3.84947 4.78913 -1.74235
C 4.89664 4.38711 -0.71405
O 4.96068 2.96714 -0.56335
C 4.07215 2.39921 0.25857
O 3.25711 3.01089 0.89826
C 4.21739 0.89193 0.25251
C 3.15727 0.31283 -0.69576
C 3.19000 -1.22088 -0.64332
N 3.03025 -1.76825 0.68909
C 1.66120 -1.70768 1.17970
C 0.81498 -2.69633 0.44526
C 1.22715 -3.91861 -0.04149
N 0.18038 -4.46656 -0.69015
C 0.12766 -5.73705 -1.35205
N -0.88371 -3.67768 -0.65842
C -0.53518 -2.59299 0.02926
C -1.49018 -1.51486 0.24539
C -1.48284 -0.74447 1.40625
C -2.40354 0.26871 1.58436
C -3.35677 0.52824 0.60564
O -4.19874 1.59176 0.81296
C -5.49542 1.54151 0.37879
C -6.09975 2.75377 0.05762
C -7.42644 2.78337 -0.32613
C -8.16098 1.61103 -0.39517
C -7.56213 0.40762 -0.06421
C -6.23619 0.36509 0.32584
C -3.37488 -0.23641 -0.55735
C -2.45267 -1.24756 -0.72737
C 4.01806 -1.21371 1.59077
C 4.01246 0.31796 1.65521
H 3.86423 5.86698 -1.87592
H 2.86168 4.48993 -1.40056
H 4.05446 4.30907 -2.69636
H 4.66366 4.83415 0.25792
H 5.89781 4.68488 -1.03217
H 5.21379 0.63939 -0.12259
H 2.17223 0.67564 -0.39486
H 3.34356 0.64735 -1.71766
H 4.15440 -1.57156 -1.02646
H 2.40077 -1.62823 -1.27893
H 1.68251 -1.96733 2.24418
H 1.21256 -0.70718 1.08593
H 2.17873 -4.40403 0.02628
H -0.87122 -5.85194 -1.76765
H 0.86422 -5.78317 -2.15677
H 0.32220 -6.54769 -0.64697
H -0.77489 -0.95864 2.19180
H -2.40160 0.86930 2.48085
H -5.51398 3.65777 0.11877
H -7.88808 3.72715 -0.57610
H -9.19627 1.63581 -0.69987
H -8.13153 -0.50939 -0.10320
H -5.77567 -0.57347 0.59830
H -4.10552 -0.02778 -1.32574
H -2.46234 -1.84739 -1.62398
H 4.99971 -1.55162 1.23973
H 3.85468 -1.63234 2.58661
H 3.06100 0.67867 2.04936
H 4.80545 0.66140 2.32174
*
```

ΔE to the lowest compared entry with this formula, charge and spin: 3.093 eV
HOMO energy: -0.29044 hartree
LUMO: 0.782 eV
Kohn-Sham gap: 8.69 eV